<a>
# C64H176N16O16

A cluster of 16 separate species, C64H176N16O16 in total (ωB97M-V/def2-TZVPD, the Open Molecules 2025 dataset).

## Properties
Multiplicity = 1
E_LUMO = -0.0023 hartree
Total charge = 0
Molar mass = 1426.21 g/mol

The geometry in XYZ format:
```
272
C64H176N16O16 (ωB97M-V/def2-TZVPD)
C -5.4993 -4.1527 -6.0793
C -5.3277 -5.2572 -5.0381
C -5.4774 -4.8350 -3.6340
O -4.8022 -3.6335 -3.2314
C -3.3878 -3.6488 -3.3015
N -6.2572 -6.2801 -5.4021
H -4.5104 -3.8948 -6.4583
H -5.8467 -3.2286 -5.6175
H -6.1295 -4.4699 -6.9102
H -4.3159 -5.6577 -5.1023
H -5.3356 -5.5613 -2.8337
H -6.5483 -4.6364 -3.5903
H -2.8431 -4.5515 -3.0250
H -2.9431 -2.9604 -2.5828
H -3.1203 -3.3169 -4.3047
H -6.1655 -6.6238 -6.3474
H -7.2114 -6.0966 -5.1264
C 4.0818 2.6466 6.3646
C 4.7901 1.5461 5.5684
C 5.8453 0.9577 6.4717
O 6.6018 1.8413 7.2387
C 7.9717 1.4907 7.3916
N 3.6921 0.5798 5.3625
H 3.7435 2.5023 7.3906
H 3.2995 3.2327 5.8824
H 4.8666 3.3666 6.5964
H 5.1985 1.8556 4.6064
H 6.3659 0.1680 5.9299
H 5.3284 0.5096 7.3202
H 8.6340 2.3100 7.6710
H 8.4560 0.8856 6.6251
H 8.1060 0.7858 8.2121
H 3.1532 0.9342 4.5852
H 3.1312 0.4798 6.1964
C 3.0827 -7.2016 -4.2581
C 2.4117 -5.8772 -3.9599
C 3.4318 -4.7459 -3.4916
O 4.6171 -4.6790 -4.2971
C 4.7326 -3.5340 -5.1807
N 1.6673 -5.5212 -5.0837
H 4.0623 -7.1432 -4.7325
H 2.5710 -7.9169 -4.9021
H 3.1342 -7.6719 -3.2762
H 1.6634 -5.9430 -3.1701
H 3.8382 -4.9971 -2.5119
H 2.9911 -3.7585 -3.3543
H 3.8524 -3.4548 -5.8187
H 5.6838 -3.6221 -5.7057
H 4.7510 -2.6044 -4.6119
H 2.2446 -5.5651 -5.9113
H 0.9347 -6.1813 -5.3022
C 8.2628 -0.2550 0.0703
C 8.4618 -1.3456 -1.0076
C 9.4036 -0.7376 -2.1085
O 9.7872 -1.6151 -3.2383
C 10.6842 -0.9371 -4.1767
N 9.3381 -2.3337 -0.4576
H 7.6142 0.5773 -0.2032
H 9.1927 0.2017 0.4093
H 7.7957 -0.7136 0.9419
H 7.5213 -1.7979 -1.3220
H 10.2806 -0.3309 -1.6049
H 8.8117 0.1329 -2.3912
H 10.6779 -1.4499 -5.1385
H 11.6727 -0.8216 -3.7320
H 10.3331 0.0296 -4.5378
H 10.0136 -1.9987 0.2143
H 9.7117 -2.7349 -1.3058
C -3.2677 4.7246 8.4896
C -2.3752 3.5574 7.9846
C -2.8941 2.1142 8.3585
O -2.0550 1.0054 8.1540
C -2.0312 0.4386 6.9085
N -2.2212 3.7534 6.5220
H -3.0239 5.7352 8.1619
H -3.4613 4.6353 9.5585
H -4.2994 4.5207 8.2029
H -1.3413 3.7191 8.2895
H -3.8830 1.9924 7.9167
H -3.0252 2.1397 9.4403
H -3.0023 0.3262 6.4263
H -1.4118 -0.4579 6.8837
H -1.3713 1.1212 6.3731
H -1.7551 2.9605 6.1048
H -1.7877 4.6239 6.2492
C -2.1466 -0.0698 1.4899
C -0.6283 0.3214 1.5373
C 0.0141 0.3280 0.1332
O 1.3104 1.0707 0.0523
C 2.1947 0.7195 -0.9827
N -0.4432 1.5828 2.2328
H -2.6154 0.5969 0.7661
H -2.7164 0.0115 2.4155
H -2.1782 -1.1050 1.1500
H -0.1011 -0.3287 2.2355
H -0.5736 0.8187 -0.6427
H 0.2941 -0.7058 -0.0693
H 1.5967 0.5157 -1.8710
H 2.5735 -0.2455 -0.6462
H 3.0422 1.4042 -0.9519
H -1.1320 2.2021 1.8301
H 0.3882 2.0334 1.8783
C -6.3373 1.5071 -5.7059
C -4.7621 1.7176 -5.6194
C -4.1813 3.0045 -6.2385
O -2.8130 2.9138 -6.0502
C -2.1082 3.6505 -7.0658
N -4.3465 1.3678 -4.3159
H -6.9349 2.3584 -5.3799
H -6.7565 0.5788 -5.3177
H -6.4892 1.5260 -6.7851
H -4.3627 0.8982 -6.2170
H -4.6422 3.9102 -5.8444
H -4.5044 2.9848 -7.2793
H -1.0278 3.5406 -6.9718
H -2.4092 4.6787 -7.2669
H -2.3355 3.0603 -7.9535
H -4.4697 0.3679 -4.2438
H -3.3462 1.3482 -4.4540
C 8.5475 6.8089 0.8727
C 8.9317 5.5026 1.5776
C 10.0437 5.7112 2.5634
O 10.1700 4.6891 3.5945
C 11.2639 4.8305 4.5005
N 7.7823 5.0338 2.1502
H 8.2893 7.5074 1.6687
H 7.7377 6.6251 0.1666
H 9.4875 7.2186 0.5031
H 9.2373 4.8412 0.7670
H 10.1105 6.6558 3.1033
H 10.9255 5.6635 1.9245
H 12.2138 4.9997 3.9934
H 11.4253 3.9762 5.1579
H 11.2059 5.6872 5.1719
H 7.2461 4.4280 1.5456
H 8.1235 4.5867 2.9892
C -5.8475 5.2068 0.7629
C -4.5978 6.1018 0.8254
C -5.0097 7.5443 1.2130
O -4.0255 8.5101 1.3312
C -3.6844 9.1423 0.0960
N -3.6545 5.5693 1.7936
H -5.7143 4.2703 0.2213
H -6.6432 5.7211 0.2239
H -6.2474 5.1809 1.7766
H -4.1461 6.1340 -0.1661
H -5.2958 7.4119 2.2564
H -5.9735 7.9046 0.8533
H -2.6974 8.7142 -0.0790
H -3.6889 10.2321 0.0732
H -4.2673 8.7940 -0.7566
H -4.1115 5.5062 2.6920
H -2.9046 6.2228 1.9685
C -2.7040 -6.6283 4.8803
C -3.1747 -6.3543 3.4701
C -2.2278 -6.6029 2.2800
O -1.8817 -7.9512 2.3989
C -0.6416 -8.3323 1.9371
N -4.4167 -6.9348 3.2870
H -2.5630 -7.7066 4.9546
H -3.4141 -6.2421 5.6116
H -1.6913 -6.2328 4.9591
H -3.4687 -5.3056 3.5141
H -1.3145 -6.0104 2.3351
H -2.6450 -6.4938 1.2789
H -0.5220 -7.8182 0.9834
H -0.6234 -9.4071 1.7566
H 0.0453 -7.9746 2.7041
H -4.1461 -7.8654 3.0030
H -4.9325 -7.0744 4.1441
C -13.2123 -2.7528 1.8135
C -12.3492 -3.0017 0.6167
C -10.7671 -3.0344 0.7832
O -10.3441 -1.6978 0.9803
C -8.9818 -1.4032 1.0016
N -12.6828 -4.3727 0.1325
H -14.2604 -2.6529 1.5312
H -12.8552 -1.8107 2.2294
H -13.0022 -3.4989 2.5798
H -12.4945 -2.1566 -0.0562
H -10.2837 -3.4993 -0.0760
H -10.4875 -3.6698 1.6235
H -9.0257 -0.3164 1.0734
H -8.4178 -1.5418 0.0792
H -8.5622 -1.7925 1.9292
H -12.3743 -5.0206 0.8432
H -12.1790 -4.7327 -0.6654
C 5.2181 3.2132 -6.4287
C 4.9314 4.3804 -7.3522
C 4.8792 5.6409 -6.5076
O 4.7356 6.7874 -7.2579
C 4.3415 7.8748 -6.3816
N 5.9985 4.5615 -8.2761
H 6.0420 3.3139 -5.7222
H 5.5285 2.3093 -6.9530
H 4.3198 2.9506 -5.8699
H 4.0092 4.3249 -7.9306
H 5.7614 5.8251 -5.8945
H 4.0048 5.5818 -5.8595
H 4.4811 8.8795 -6.7804
H 4.9920 7.9295 -5.5087
H 3.3139 7.7173 -6.0538
H 6.9045 4.5176 -7.8320
H 5.9686 5.5342 -8.5465
C -7.8668 -2.0256 6.9250
C -8.9934 -3.0153 7.2605
C -10.3811 -2.3576 6.7360
O -11.5227 -2.9627 7.3166
C -12.7814 -2.2277 7.1932
N -8.8541 -4.3875 6.6341
H -7.5863 -2.0409 5.8718
H -7.0016 -2.4171 7.4601
H -8.2843 -1.0464 7.1595
H -9.0447 -3.0751 8.3477
H -10.4353 -2.5658 5.6675
H -10.2983 -1.2744 6.8251
H -12.6618 -1.1475 7.2761
H -13.4934 -2.4846 7.9776
H -13.1538 -2.5648 6.2259
H -9.1224 -4.3668 5.6606
H -9.4654 -5.0149 7.1368
C 2.7552 8.4587 0.6709
C 2.1548 7.1026 1.0442
C 2.0721 6.1220 -0.0429
O 1.4339 6.5688 -1.3072
C 0.7100 5.4649 -1.9510
N 2.8942 6.5069 2.1391
H 3.5429 8.2133 -0.0414
H 3.0710 9.0048 1.5598
H 2.0808 9.0858 0.0877
H 1.1373 7.2152 1.4187
H 1.4562 5.3760 0.4593
H 2.9839 5.6131 -0.3554
H 0.1721 4.8569 -1.2235
H 1.4044 4.8923 -2.5658
H -0.0429 5.8050 -2.6620
H 2.9916 7.1810 2.8850
H 3.8393 6.4685 1.7851
C 7.1272 -7.3918 3.6662
C 6.1948 -6.4190 4.4057
C 4.7976 -6.4680 3.8778
O 4.6910 -5.8664 2.5250
C 4.3797 -4.4023 2.4967
N 6.2049 -6.6250 5.8901
H 6.9105 -7.2488 2.6075
H 7.0190 -8.4018 4.0614
H 8.1526 -7.0838 3.8704
H 6.5602 -5.4504 4.0647
H 4.0084 -6.3052 4.6117
H 4.4329 -7.4601 3.6115
H 3.3721 -4.2660 2.8893
H 4.2515 -3.9814 1.4995
H 5.0533 -3.7431 3.0443
H 7.1231 -6.7802 6.2812
H 6.1498 -5.6726 6.2216
C 0.5467 -0.4902 -9.6998
C -0.7326 -1.1702 -9.1152
C -0.9753 -2.5202 -9.8028
O 0.0862 -3.4240 -9.5699
C -0.0357 -4.7396 -10.0863
N -0.5090 -1.2894 -7.6141
H 0.8922 0.4860 -9.3597
H 0.1471 -0.1899 -10.6684
H 1.3508 -1.2090 -9.8577
H -1.5262 -0.4256 -9.1759
H -0.9888 -2.2921 -10.8686
H -2.0139 -2.8003 -9.6272
H -0.9410 -5.1751 -9.6632
H 0.8156 -5.3353 -9.7569
H -0.0452 -4.8206 -11.1732
H 0.0744 -2.1044 -7.4895
H 0.0326 -0.4920 -7.3125
```

These are the Mulliken partial charges, in e, on atoms 1 to 99:
1. C -1.2219
2. C 0.7341
3. C -0.9083
4. O -0.3077
5. C -0.7242
6. N -0.7248
7. H 0.2519
8. H 0.1904
9. H 0.4363
10. H 0.2543
11. H 0.3891
12. H 0.3442
13. H 0.3468
14. H 0.2375
15. H 0.2572
16. H 0.2375
17. H 0.2007
18. C -1.3955
19. C 0.4722
20. C -0.7988
21. O -0.3033
22. C -0.8333
23. N -0.6685
24. H 0.3601
25. H 0.3946
26. H 0.3436
27. H 0.3386
28. H 0.3819
29. H 0.2494
30. H 0.2901
31. H 0.3277
32. H 0.3397
33. H 0.2108
34. H 0.2901
35. C -1.4316
36. C 0.4786
37. C -0.7685
38. O -0.3618
39. C -0.6277
40. N -0.6144
41. H 0.2835
42. H 0.4262
43. H 0.3537
44. H 0.3141
45. H 0.3342
46. H 0.4075
47. H 0.2575
48. H 0.2419
49. H 0.2580
50. H 0.2023
51. H 0.2505
52. C -1.5028
53. C 0.3962
54. C -0.6182
55. O -0.3276
56. C -0.7413
57. N -0.6965
58. H 0.3840
59. H 0.3545
60. H 0.3822
61. H 0.3189
62. H 0.3023
63. H 0.3244
64. H 0.2775
65. H 0.2970
66. H 0.3074
67. H 0.2440
68. H 0.2979
69. C -1.3853
70. C 0.6979
71. C -0.7850
72. O -0.3647
73. C -0.6441
74. N -0.5894
75. H 0.3369
76. H 0.3688
77. H 0.3669
78. H 0.2180
79. H 0.3938
80. H 0.2795
81. H 0.3060
82. H 0.2856
83. H 0.2127
84. H 0.0687
85. H 0.2332
86. C -1.3668
87. C 0.4573
88. C -0.7025
89. O -0.2785
90. C -0.8224
91. N -0.6147
92. H 0.3645
93. H 0.3450
94. H 0.3479
95. H 0.2095
96. H 0.3298
97. H 0.3713
98. H 0.3143
99. H 0.3139

<b>
# C64H176N16O16

A cluster of 16 separate species, C64H176N16O16 in total (ωB97M-V/def2-TZVPD, the Open Molecules 2025 dataset).

## Properties
Multiplicity = 1
E_LUMO = 0.0146 hartree
Total charge = 0
Molar mass = 1426.21 g/mol

The geometry in XYZ format:
```
272
C64H176N16O16 (ωB97M-V/def2-TZVPD)
C -0.0632 -4.5768 4.4593
C -0.8803 -3.6093 3.6489
C -2.2234 -3.3516 4.3432
O -2.9880 -4.5330 4.1492
C -4.3286 -4.1636 4.4236
N -0.1186 -2.3850 3.4350
H 0.9220 -4.7715 4.0317
H -0.6402 -5.5130 4.5557
H 0.1416 -4.0865 5.4105
H -1.0735 -4.1602 2.7379
H -2.7507 -2.4127 4.0095
H -2.0908 -3.2021 5.4222
H -5.0060 -5.0196 4.2340
H -4.6880 -3.3398 3.7969
H -4.4360 -3.8839 5.4622
H -0.5800 -1.8364 2.7217
H 0.7979 -2.6375 3.0735
C -4.8010 3.3385 -1.0717
C -4.4927 2.9389 -2.5202
C -4.9633 4.0582 -3.4893
O -4.0883 5.1700 -3.1064
C -4.2366 6.2748 -3.9142
N -3.0931 2.5926 -2.8104
H -4.4600 2.6446 -0.3341
H -5.8832 3.3304 -1.0965
H -4.3994 4.3537 -0.7499
H -5.1095 2.0729 -2.8098
H -5.9831 4.3800 -3.3535
H -4.8286 3.7804 -4.5890
H -3.3795 6.9255 -3.7206
H -5.2149 6.8189 -3.7588
H -4.1284 5.9753 -4.9638
H -2.8516 1.6491 -2.5115
H -2.4919 3.1643 -2.2828
C -4.0493 -0.3005 6.0656
C -2.6461 0.1408 5.7050
C -2.6491 0.7261 4.2621
O -3.0820 -0.2753 3.3315
C -3.5465 0.2970 2.0980
N -2.0784 1.2444 6.5877
H -4.2294 -1.3358 5.7428
H -4.7667 0.3628 5.6104
H -4.2526 -0.2780 7.1665
H -1.9372 -0.6895 5.8141
H -1.6723 1.1052 3.9545
H -3.3320 1.6143 4.2275
H -4.3150 1.0350 2.1395
H -3.8906 -0.5372 1.4699
H -2.6672 0.7076 1.5704
H -2.2411 1.0727 7.5787
H -1.0596 1.2082 6.4136
C -0.6797 6.0716 -4.7644
C 0.0697 5.2449 -3.7228
C -0.4808 5.5609 -2.3354
O -0.0306 6.9165 -2.0068
C -0.8780 7.4356 -1.0052
N 0.0594 3.8006 -3.9439
H -0.4215 5.8900 -5.7833
H -0.4624 7.0905 -4.4535
H -1.7701 5.9128 -4.6378
H 1.1416 5.4376 -3.7661
H 0.0146 4.8435 -1.6701
H -1.5325 5.4416 -2.3353
H -1.9775 7.4319 -1.2947
H -0.5897 8.4067 -0.7322
H -0.7962 6.8895 -0.0851
H 0.5954 3.6162 -4.7411
H -0.8964 3.4810 -4.1299
C -2.8048 -6.5326 -4.6203
C -3.0226 -5.0077 -4.3596
C -1.6478 -4.3566 -4.3398
O -0.6390 -5.0578 -3.6981
C 0.6860 -4.5194 -3.9910
N -3.8444 -4.3326 -5.3493
H -2.1891 -6.6602 -5.5050
H -3.8285 -6.9388 -4.7846
H -2.3238 -6.9648 -3.7540
H -3.5671 -4.9249 -3.3896
H -1.8296 -3.3042 -3.9884
H -1.3192 -4.3122 -5.3482
H 0.7406 -3.4975 -3.7127
H 0.8895 -4.3984 -5.0428
H 1.4150 -5.2230 -3.5540
H -3.8059 -3.3168 -5.3386
H -3.6272 -4.7564 -6.2436
C 5.5234 1.2333 4.9411
C 5.1870 2.3015 3.8219
C 6.4215 3.0475 3.3745
O 7.4067 2.1553 2.8672
C 8.4592 2.8879 2.2590
N 4.5935 1.6101 2.7210
H 4.6485 0.8519 5.5284
H 6.1619 1.6919 5.6814
H 6.0970 0.4915 4.3484
H 4.5435 3.0864 4.2122
H 6.8031 3.5943 4.2556
H 6.1626 3.8258 2.6202
H 9.1455 2.1418 1.8391
H 8.9681 3.4791 2.9449
H 8.0770 3.5280 1.4891
H 4.3900 2.2561 1.9862
H 5.2753 0.9686 2.3637
C -2.8781 5.7684 3.6507
C -2.4033 4.4154 3.9840
C -1.2114 4.0494 3.1495
O -1.6051 4.0689 1.8114
C -0.5549 3.7830 0.9416
N -2.0137 4.3681 5.3567
H -3.7231 6.0495 4.2845
H -3.1461 5.9393 2.5982
H -2.1475 6.5324 3.8187
H -3.2647 3.7624 3.7208
H -0.7538 3.0842 3.4584
H -0.4768 4.8596 3.4543
H -0.1459 2.8090 1.0327
H 0.1847 4.5647 1.0957
H -0.9199 3.9014 -0.0995
H -2.7643 4.6920 5.9395
H -1.9428 3.3966 5.4880
C 3.2120 -3.8233 8.2378
C 4.2264 -3.3022 7.2001
C 3.6244 -3.1111 5.7808
O 4.7420 -2.7592 4.9893
C 4.1993 -1.9331 3.9594
N 4.8719 -2.1555 7.7685
H 3.6840 -4.5361 8.9233
H 2.4035 -4.3057 7.6474
H 2.7924 -3.0044 8.7588
H 5.0730 -4.0149 7.0550
H 2.8626 -2.3284 5.8430
H 3.0912 -3.9754 5.4229
H 4.9010 -1.7757 3.1553
H 3.9673 -0.9985 4.4339
H 3.2838 -2.3956 3.5485
H 4.2720 -1.3740 7.8425
H 5.5982 -1.8713 7.1432
C 6.9009 -2.1133 -3.9760
C 5.8061 -0.9993 -3.9286
C 4.8646 -1.4440 -2.8064
O 4.3976 -2.7406 -2.9586
C 3.3283 -3.0502 -2.0924
N 6.4908 0.2368 -3.5975
H 7.4325 -2.0604 -3.0316
H 7.5825 -1.8626 -4.8135
H 6.5170 -3.1495 -4.0230
H 5.3540 -0.9095 -4.9191
H 4.0113 -0.8512 -2.5582
H 5.5529 -1.3519 -1.9690
H 3.1736 -4.1569 -2.2142
H 2.3895 -2.4816 -2.2451
H 3.6454 -2.8600 -1.0793
H 7.4933 0.2394 -3.7088
H 6.0695 1.0763 -4.0367
C -4.1717 -6.0241 -0.0699
C -2.9720 -5.2936 0.4642
C -1.6393 -5.7141 -0.0636
O -0.5575 -5.0415 0.4629
C 0.6322 -5.3927 -0.1837
N -3.2225 -3.7900 0.1915
H -5.1158 -5.4834 0.0983
H -4.2932 -7.0006 0.4645
H -4.0064 -6.2342 -1.1336
H -3.0577 -5.3467 1.5859
H -1.7084 -5.6997 -1.1487
H -1.5101 -6.7541 0.1849
H 0.6304 -5.3257 -1.2593
H 0.7498 -6.4274 0.0847
H 1.3738 -4.7718 0.2784
H -3.2748 -3.6484 -0.7980
H -2.4297 -3.2948 0.5824
C -8.2941 -3.6274 -2.5693
C -6.9315 -3.6918 -3.2892
C -5.8713 -2.9038 -2.5007
O -6.1835 -1.5730 -2.4594
C -5.2183 -0.8576 -1.8177
N -6.5867 -5.0557 -3.4987
H -8.1899 -4.1251 -1.6431
H -8.9304 -4.2584 -3.2152
H -8.7602 -2.6371 -2.6452
H -7.0286 -3.1607 -4.2497
H -4.8643 -3.0176 -2.9896
H -5.7800 -3.2733 -1.5074
H -4.3440 -0.8976 -2.4905
H -4.9467 -1.2118 -0.7804
H -5.6292 0.1533 -1.9109
H -6.3523 -5.4703 -2.6282
H -5.8466 -5.0639 -4.1636
C 1.3345 1.5117 4.3675
C 1.9310 0.6532 5.5230
C 2.2769 1.5309 6.7204
O 2.9562 0.7508 7.6937
C 3.3820 1.4918 8.8171
N 0.8373 -0.2284 5.8984
H 1.0620 0.9033 3.5229
H 1.9964 2.3355 4.0258
H 0.4362 2.0287 4.7986
H 2.7796 0.1123 5.1658
H 1.3658 1.9278 7.1410
H 2.9664 2.2951 6.3847
H 2.5572 1.7538 9.5018
H 3.7775 2.4564 8.4902
H 4.0979 0.8110 9.2671
H 0.4674 -0.7879 5.1564
H 1.0143 -0.8080 6.7271
C -2.3618 -0.0812 -5.9771
C -3.6674 0.1332 -5.2861
C -4.5056 1.2450 -6.0225
O -5.8072 1.3606 -5.3702
C -6.8413 0.7531 -6.0618
N -4.3927 -1.0924 -5.1928
H -1.5860 -0.4529 -5.2744
H -1.9971 0.8466 -6.4047
H -2.3158 -0.7460 -6.8390
H -3.4584 0.5475 -4.3082
H -4.5719 1.0401 -7.1132
H -3.9763 2.1875 -5.7727
H -6.3770 0.1865 -6.8274
H -7.5636 1.4614 -6.4957
H -7.4049 0.0767 -5.4716
H -5.2234 -1.0078 -4.5838
H -4.6707 -1.5747 -6.0061
C 7.3803 2.8681 -1.1548
C 6.6356 1.7931 -0.2934
C 5.1359 1.8331 -0.6216
O 4.5570 3.0694 -0.3283
C 3.1314 3.0802 -0.5114
N 7.1258 0.3961 -0.4236
H 6.8892 3.8700 -1.0156
H 7.2976 2.4976 -2.2052
H 8.4199 2.9629 -0.7880
H 6.6161 2.0471 0.7688
H 4.6383 1.0322 -0.0882
H 4.9580 1.6000 -1.7480
H 2.5887 2.3141 0.0959
H 3.0446 3.0100 -1.5940
H 2.8034 4.1121 -0.2580
H 7.2283 0.0927 -1.3583
H 8.0065 0.1963 0.1021
C 1.2560 0.5387 -5.6810
C 2.2741 0.7139 -4.5873
C 3.2659 1.7875 -5.1663
O 4.3297 2.1669 -4.3498
C 4.7441 3.4682 -4.6034
N 1.7148 1.1170 -3.3258
H 0.7136 1.4060 -5.9740
H 0.6126 -0.2918 -5.4038
H 1.7698 0.3667 -6.6054
H 2.8489 -0.2153 -4.3970
H 2.6600 2.6254 -5.4511
H 3.7070 1.4032 -6.0962
H 4.9067 3.6245 -5.6751
H 5.6781 3.6343 -4.0313
H 4.0084 4.1845 -4.2645
H 1.1188 1.9466 -3.5325
H 2.4043 1.4052 -2.6622
C -1.3015 -1.7917 -2.1177
C -0.9497 -0.8960 -0.9628
C 0.5072 -1.0814 -0.6062
O 0.8889 -0.3197 0.5269
C 2.1551 -0.6013 1.0453
N -1.3977 0.4407 -1.2499
H -2.3096 -1.6868 -2.4388
H -1.2891 -2.8009 -1.8632
H -0.5576 -1.6062 -2.9255
H -1.4898 -1.2181 -0.0579
H 1.1225 -0.8118 -1.5140
H 0.6506 -2.1563 -0.3623
H 2.9917 -0.3046 0.3867
H 2.2300 -1.6692 1.2149
H 2.2327 -0.1826 2.0136
H -1.1826 0.9833 -0.3801
H -0.6919 0.8365 -1.8904
```

These are the Mulliken partial charges, in e, on atoms 1 to 99:
1. C -2.0901
2. C 1.7747
3. C 0.0378
4. O -0.4173
5. C -0.8388
6. N 1.3292
7. H 0.3564
8. H 0.4479
9. H 0.4319
10. H -1.0967
11. H -0.1738
12. H 0.3016
13. H 0.3409
14. H 0.2367
15. H 0.3803
16. H -0.6716
17. H -0.1931
18. C -1.9174
19. C 1.6416
20. C -0.9522
21. O -0.1281
22. C -1.0517
23. N 0.9406
24. H 0.3916
25. H 0.6041
26. H 0.1892
27. H -0.5069
28. H 0.6067
29. H 0.1638
30. H 0.2624
31. H 0.2345
32. H 0.4122
33. H -0.6000
34. H -0.1764
35. C -1.2422
36. C 1.1695
37. C 0.3543
38. O -0.2765
39. C -0.7891
40. N -0.6410
41. H 0.1152
42. H 0.2877
43. H 0.4175
44. H -0.2239
45. H -0.5534
46. H -0.0063
47. H 0.4975
48. H 0.2330
49. H 0.2661
50. H 0.2877
51. H -0.0520
52. C -1.4404
53. C -0.1425
54. C 0.8961
55. O -0.5202
56. C -0.4800
57. N -0.0649
58. H 0.4228
59. H 0.4062
60. H 0.0233
61. H 0.3989
62. H -0.4566
63. H 0.1609
64. H 0.1438
65. H 0.4203
66. H 0.0808
67. H 0.1803
68. H -0.2865
69. C -1.6745
70. C 0.8447
71. C -0.1114
72. O -0.4205
73. C -0.6667
74. N -0.4668
75. H 0.4350
76. H 0.4050
77. H 0.3217
78. H -0.2083
79. H -0.5521
80. H 0.7075
81. H 0.0279
82. H 0.5778
83. H 0.2895
84. H 0.1174
85. H 0.2963
86. C -0.7852
87. C -0.0346
88. C -0.9396
89. O -0.3719
90. C -0.9975
91. N 0.0812
92. H -0.4285
93. H 0.5727
94. H 0.3338
95. H 0.5641
96. H 0.6187
97. H 0.3160
98. H 0.2581
99. H 0.4498

<b> has the most favorable energy; the next structure is 0.4124 hartree above.